Record 1
Formula: C5H4BrO3
Source: the OMol25 dataset
Level of theory: ωB97M-V/def2-TZVPD

The value obtained for the energy relative to the best compared isomer or geometry (same formula, charge and spin) is 86.7 kJ/mol. The calculation puts the calculated total energy at -81433.85950 eV. Its multiplicity is 1. For the lowest unoccupied orbital energy, the calculation gives 3.71 eV. Its charge is -1. As for the highest occupied orbital energy: -3.21 eV.

```
13
Properties=species:S:1:pos:R:3:forces:R:3:mulliken_charge:R:1
C -0.8263 0.4095 -0.0942 -0.71 -1.64 3.64 -0.60
C -1.6015 0.3170 1.0093 -1.14 1.49 -1.68 -0.21
C -0.4839 -3.4267 1.3735 0.85 1.04 -0.44 0.78
C 0.3861 -0.4356 0.0924 -3.18 -3.60 -0.96 -0.16
C 0.0431 -1.1075 1.4505 0.76 -1.31 0.59 -0.34
O -1.1638 -3.7245 2.2545 -1.76 0.04 2.68 -0.45
O 0.0674 -3.6866 0.3877 1.44 -0.37 -2.51 -0.47
O -1.1823 -0.5795 1.8780 0.51 -0.76 1.07 -0.28
Br 1.4869 -0.3587 2.9404 -0.26 0.00 -0.41 -0.52
H -0.9335 1.1006 -0.7963 -0.59 2.78 -3.02 0.48
H -2.5710 0.8181 1.2994 1.27 -0.50 -0.60 0.32
H 0.3551 -1.3620 -0.6950 0.49 2.08 1.61 0.09
H 1.2099 0.1669 -0.0416 2.32 0.74 0.03 0.36
```
Forces are in eV/Å.

***

Record 2
Formula: C5H4Cl2F2N2
Source: the OMol25 dataset
Level of theory: ωB97M-V/def2-TZVPD

The value obtained for the energy relative to the best compared isomer or geometry (same formula, charge and spin) is 7.1 kJ/mol. The calculation puts the calculated total energy at -38707.48386 eV. Its SMILES is FC(F)=C(Cl)Cl.c1cn[nH]c1. Its multiplicity is 1. For the lowest unoccupied orbital energy, the calculation gives 0.71 eV. As for the highest occupied orbital energy: -9.46 eV.

```
15
Properties=species:S:1:pos:R:3:forces:R:3:mulliken_charge:R:1
C -2.0848 -0.6653 0.8975 0.34 1.40 0.14 -0.73
C -1.5794 0.6352 0.7864 0.66 -0.65 -1.07 -0.15
C -1.5241 -1.3753 -0.1831 -0.24 -1.97 -0.36 -0.07
C 2.0895 0.9873 -0.2669 0.09 2.77 -2.04 0.11
C 2.3259 -0.2988 -0.3828 -0.67 0.08 -0.25 0.53
N -0.7540 0.5953 -0.3153 -1.77 0.26 1.61 0.28
N -0.7636 -0.5854 -0.8859 1.87 -0.42 -1.57 -0.68
F 2.1348 1.9003 -1.3279 0.10 -1.96 1.62 -0.25
F 1.6231 1.6578 0.7608 0.52 -0.38 0.51 -0.20
Cl 2.4806 -0.9843 -1.9332 0.47 -0.17 -0.04 -0.12
Cl 2.0469 -1.2963 0.9598 0.16 -0.35 0.32 -0.12
H -2.7122 -1.0015 1.6783 -0.58 -0.35 0.41 0.40
H -1.6791 1.6262 1.2253 -0.29 -0.70 0.51 0.39
H -1.5443 -2.4885 -0.5287 -0.38 2.34 0.98 0.34
H -0.0594 1.2933 -0.4843 -0.26 0.10 -0.78 0.27
```
Forces are in eV/Å.

***

Record 3
Formula: C5H4Cl2N3O2
Source: the OMol25 dataset
Level of theory: ωB97M-V/def2-TZVPD

The value obtained for the energy relative to the best compared isomer or geometry (same formula, charge and spin) is 0.0 kJ/mol. The calculation puts the calculated total energy at -38847.99244 eV. Its SMILES is O=[N+]([O-])C1=CN=C(Cl)[NH+]=C[C@@H]1Cl. Its multiplicity is 1. For the lowest unoccupied orbital energy (alpha / beta), the calculation gives -6.06 / -6.06 eV. Its charge is +1. As for the highest occupied orbital energy (alpha / beta): -14.52 / -14.52 eV.

```
16
Properties=species:S:1:pos:R:3:forces:R:3:mulliken_charge:R:1
C 0.2217 -1.7791 0.4558 1.29 -0.19 -0.27 -0.19
C -1.7193 -0.4526 0.3366 0.45 -0.51 0.15 0.22
C 0.0737 1.0195 -0.3339 0.32 -0.36 0.09 -0.22
C 0.9407 0.5863 0.7907 0.75 -0.05 0.15 0.08
C 1.2305 -0.8798 0.4435 -0.90 0.58 -0.08 0.10
N -1.0761 -1.4911 0.6734 -1.18 0.77 0.30 -0.34
N -1.1561 0.6046 -0.4367 -0.01 0.19 -0.07 -0.01
N 2.5795 -1.2706 0.0151 -1.07 -0.12 0.39 0.90
O 3.0809 -0.5581 -0.8059 0.50 0.32 -0.68 -0.49
O 2.9954 -2.2790 0.5056 0.58 -0.62 0.20 -0.51
Cl -3.3823 -0.2975 0.6209 0.00 0.15 -0.04 -0.07
Cl 2.4137 1.6013 0.9424 -0.96 -0.26 0.09 -0.08
H 0.4193 -2.8416 0.3393 0.20 0.13 -0.10 0.49
H 0.4941 1.6593 -1.1051 -0.19 0.04 -0.06 0.40
H 0.4047 0.6146 1.7471 0.01 0.02 -0.15 0.36
H -1.7610 0.9910 -1.1671 0.20 -0.09 0.09 0.36
```
Forces are in eV/Å.

***

Q: Look up the calculated total energy of the second one.
A: -38707.48386 eV

***

Q: Number 1 is which compound?
A: C5H4BrO3